(1)
Density functional theory data (ωB97M-V/def2-TZVPD) for a structure of composition C58H47N5P2Pt at a distorted geometry.

The value obtained for the HOMO-LUMO gap (spin up / spin down) is 5.79 / 5.29 eV. The spin multiplicity is 5. Its expectation value of S² is 6.17. As for the calculated total energy: -90167.990 eV. Its strongest force on any atom is 1.1 eV Å⁻¹. The total charge is +2.

Last column: Mulliken charge in e.
Cartesian coordinates (Å):
Pt: 0.23 0.05 -0.58  1.70
C: -1.65 -1.73 -4.25  -1.62
C: -0.71 -1.16 -3.37  0.01
N: -1.02 -0.62 -2.21  0.24
C: -2.34 -0.62 -1.84  -0.46
C: -3.34 -1.19 -2.65  1.30
C: -2.96 -1.75 -3.88  -1.06
C: -4.69 -1.18 -2.21  -0.81
C: -5.02 -0.62 -0.99  -1.08
C: -4.05 -0.02 -0.20  -0.18
C: -2.70 0.03 -0.61  0.67
N: -1.71 0.64 0.10  0.14
C: -2.17 1.61 1.04  -0.57
C: -2.82 2.73 0.58  0.02
C: -3.39 3.66 1.46  -1.70
C: -3.38 3.41 2.81  -0.72
C: -2.79 2.23 3.32  1.32
C: -2.89 1.85 4.68  -0.79
C: -2.43 0.63 5.06  -0.99
C: -1.82 -0.20 4.10  -0.26
N: -1.66 0.13 2.84  0.42
C: -2.16 1.33 2.44  -0.33
H: -1.30 -2.14 -5.18  0.59
H: 0.32 -1.18 -3.66  0.63
H: -3.72 -2.19 -4.53  0.47
H: -5.44 -1.63 -2.84  0.47
H: -6.05 -0.65 -0.64  0.44
H: -4.33 0.38 0.76  0.69
H: -2.88 2.90 -0.49  0.57
H: -3.86 4.55 1.07  0.40
H: -3.84 4.10 3.50  0.46
H: -3.35 2.53 5.38  0.50
H: -2.52 0.29 6.08  0.51
H: -1.44 -1.18 4.38  0.29
C: 3.21 -0.39 1.35  -3.21
N: 3.44 -1.54 0.54  1.40
C: 3.64 -1.17 -0.83  -1.52
P: 2.02 -0.95 -1.66  1.42
C: 2.52 -0.16 -3.23  1.30
C: 1.68 0.69 -3.96  0.26
C: 2.10 1.25 -5.15  -1.27
C: 3.37 0.98 -5.64  -0.83
C: 4.22 0.14 -4.93  -0.80
C: 3.80 -0.43 -3.74  -0.89
C: 1.57 -2.68 -2.01  0.81
C: 0.71 -3.35 -1.15  -0.02
C: 0.44 -4.70 -1.35  -0.59
C: 1.01 -5.37 -2.42  -0.87
C: 1.87 -4.70 -3.29  -0.80
C: 2.15 -3.36 -3.08  -1.12
C: 4.20 -2.63 1.07  -0.12
C: 3.89 -3.92 0.65  0.35
C: 4.62 -4.99 1.14  -0.90
C: 5.65 -4.79 2.05  -0.61
C: 5.95 -3.50 2.47  -0.92
C: 5.24 -2.42 1.97  -0.13
P: 1.42 0.05 1.55  0.30
C: 0.91 -1.44 2.46  2.02
C: 1.62 -1.87 3.58  -1.04
C: 1.30 -3.07 4.20  -1.05
C: 0.27 -3.85 3.71  -0.90
C: -0.45 -3.43 2.60  -0.57
C: -0.13 -2.23 1.99  -0.80
C: 1.82 1.45 2.78  -0.08
C: 2.95 3.68 2.86  -1.18
C: 3.47 3.52 4.11  -0.78
C: 3.03 2.73 5.19  -0.85
C: 1.97 1.80 5.24  -0.76
C: 1.34 1.23 4.18  -0.56
H: 3.77 0.49 0.99  0.33
H: 3.55 -0.58 2.37  1.09
H: 4.15 -1.98 -1.36  1.08
H: 4.24 -0.26 -0.95  0.42
H: 0.70 0.92 -3.59  0.40
H: 1.44 1.91 -5.69  0.51
H: 3.70 1.42 -6.57  0.43
H: 5.21 -0.08 -5.30  0.48
H: 4.48 -1.07 -3.21  0.37
H: 0.28 -2.83 -0.31  -0.52
H: -0.22 -5.22 -0.67  0.52
H: 0.79 -6.42 -2.58  0.46
H: 2.31 -5.22 -4.12  0.50
H: 2.81 -2.85 -3.77  0.47
H: 3.08 -4.08 -0.04  0.14
H: 4.38 -5.99 0.81  0.46
H: 6.21 -5.63 2.44  0.43
H: 6.76 -3.33 3.17  0.45
H: 5.51 -1.42 2.28  0.44
H: 2.43 -1.28 3.99  0.43
H: 1.87 -3.39 5.07  0.51
H: 0.03 -4.79 4.19  0.46
H: -1.26 -4.03 2.22  0.51
H: -0.72 -1.88 1.15  0.47
H: 3.37 4.44 2.22  0.42
H: 4.31 4.17 4.33  0.45
H: 3.52 2.93 6.14  0.46
H: 1.63 1.51 6.23  0.45
H: 0.52 0.54 4.36  0.11
C: 0.98 2.55 -1.42  -1.67
C: 0.98 3.16 -0.16  0.82
C: 1.95 2.82 0.77  -1.80
C: 1.76 2.93 2.25  4.33
C: 0.50 3.72 2.58  -0.58
C: -0.24 4.33 1.60  -0.72
C: -0.07 4.04 0.25  -1.00
C: 0.14 3.99 3.93  -0.29
N: -0.23 4.19 5.00  -0.68
H: 1.92 2.19 -1.82  0.81
H: 0.22 2.83 -2.15  0.39
H: 2.86 2.34 0.44  0.87
H: 2.91 1.30 2.82  1.46
H: -1.03 5.01 1.90  0.78
H: -0.73 4.46 -0.49  0.60



(2)
Density functional theory data (ωB97M-V/def2-TZVPD) for an isolated molecule of C7H11N5O3 at a distorted geometry.

As for the structure (SMILES): [H]/N=C(\O)[C@H](N(C)C)n1nncc1C(=O)O. The value obtained for the HOMO-LUMO gap is 10.06 eV. As for the calculated total energy: -21027.716 eV. Its strongest force on any atom is 4.2 eV Å⁻¹. The calculation puts the energy above the lowest of the compared OMol25 structures with the same formula, charge and spin at 0.00 kcal/mol.

Last column: natural (NBO) charge in e.
Cartesian coordinates (Å):
H: -0.46 2.80 -2.27  0.38
N: -0.39 2.30 -1.31  -0.77
C: 0.45 1.31 -1.22  0.59
O: 1.18 0.83 -2.14  -0.65
C: 0.30 0.36 0.05  0.06
N: 1.56 -0.38 0.19  -0.49
C: 2.77 0.41 0.38  -0.41
C: 1.31 -1.48 1.11  -0.42
N: -0.81 -0.53 -0.24  -0.19
N: -0.60 -1.66 -0.95  -0.03
N: -1.68 -2.27 -1.02  -0.22
C: -2.62 -1.61 -0.36  -0.07
C: -2.11 -0.46 0.23  -0.02
C: -2.73 0.67 0.94  0.76
O: -3.65 0.47 1.71  -0.53
O: -2.22 1.90 0.64  -0.70
H: 1.86 0.12 -1.83  0.53
H: 0.16 0.94 1.02  0.23
H: 2.70 1.45 0.64  0.20
H: 3.33 -0.09 1.17  0.23
H: 3.28 0.49 -0.67  0.18
H: 1.25 -2.41 0.70  0.21
H: 2.15 -1.64 1.84  0.20
H: 0.41 -1.42 1.84  0.20
H: -3.60 -2.07 -0.16  0.23
H: -1.85 1.96 -0.28  0.52



(3)
Density functional theory data (ωB97M-V/def2-TZVPD) for a cluster of 2 separate species, C6H7N2O3 in total at a distorted geometry.

The value obtained for the HOMO-LUMO gap is 6.61 eV. As for the calculated total energy: -15456.314 eV. Its strongest force on any atom is 3.7 eV Å⁻¹. The total charge is -1. The calculation puts the energy above the lowest of the compared OMol25 structures with the same formula, charge and spin at 62.53 kcal/mol.

Last column: natural (NBO) charge in e.
Cartesian coordinates (Å):
C: -0.19 -1.40 0.90  0.00
C: -0.10 -1.08 -1.35  0.01
C: 2.75 -0.44 -0.03  0.91
C: 0.11 -2.24 -0.32  -0.55
C: 0.81 0.42 0.13  0.34
C: 0.65 2.74 -0.20  -0.26
N: 0.29 -0.25 1.15  -0.43
N: 0.42 0.08 -1.16  -0.46
O: 3.19 -0.57 1.09  -0.66
O: 3.04 -0.67 -1.13  -0.63
O: 1.30 1.68 0.41  -0.54
H: -0.67 -1.86 1.70  0.15
H: -0.75 -1.03 -2.21  0.17
H: 1.18 -2.47 -0.19  0.22
H: -0.65 -3.02 -0.29  0.21
H: 0.85 3.53 0.55  0.18
H: -0.40 2.34 -0.53  0.20
H: 1.32 3.01 -1.16  0.15



(4)
Density functional theory data (ωB97M-V/def2-TZVPD) for an isolated molecule of C4HF6NO2S at a distorted geometry.

The value obtained for the HOMO-LUMO gap (spin up / spin down) is 8.72 / 8.72 eV. As for the calculated total energy: -36886.056 eV. Its strongest force on any atom is 9.3 eV Å⁻¹. The calculation puts the energy above the lowest of the compared OMol25 structures with the same formula, charge and spin at 35.86 kcal/mol.

Last column: natural (NBO) charge in e.
Cartesian coordinates (Å):
C: 1.09 -0.14 -0.49  -0.12
C: -1.10 0.81 0.47  0.28
C: 2.08 0.50 0.36  0.89
C: -1.93 -0.53 0.57  0.90
N: 1.27 -1.43 -1.14  -0.45
O: -1.15 1.71 1.24  -0.41
O: -1.10 0.37 -2.15  -0.90
F: 2.06 -0.01 1.55  -0.29
F: 1.90 1.80 0.51  -0.31
F: 3.33 0.35 -0.11  -0.30
F: -3.15 -0.29 0.07  -0.30
F: -2.08 -1.04 1.81  -0.30
F: -1.32 -1.48 -0.07  -0.30
S: -0.21 0.98 -1.15  1.23
H: 0.28 -1.62 -1.49  0.36



(5)
Density functional theory data (ωB97M-V/def2-TZVPD) for an isolated molecule of C16H20N4O4 at a distorted geometry.

As for the structure (SMILES): NC(=O)CC[C@H](NC(=O)[C@@H](N)Cc1c[nH]c2ccccc12)C(=O)O. The value obtained for the HOMO-LUMO gap is 7.95 eV. As for the calculated total energy: -31062.483 eV. Its strongest force on any atom is 6.8 eV Å⁻¹. The calculation puts the energy above the lowest of the compared OMol25 structures with the same formula, charge and spin at 164.58 kcal/mol.

Last column: natural (NBO) charge in e.
Cartesian coordinates (Å):
N: 3.05 3.02 0.62  -0.83
C: 2.32 1.84 0.87  0.69
O: 2.09 0.82 0.04  -0.66
C: 2.13 1.58 2.37  -0.53
C: 1.09 2.53 2.90  -0.43
C: -0.33 2.53 2.15  -0.18
N: -0.57 1.30 1.42  -0.68
C: -1.91 1.01 1.14  0.72
O: -2.94 1.68 1.26  -0.64
C: -1.92 -0.49 0.56  -0.14
N: -3.20 -1.11 0.56  -0.87
C: -1.43 -0.34 -0.84  -0.41
C: -1.46 -1.70 -1.51  -0.12
C: -2.38 -2.58 -1.88  0.00
N: -1.66 -3.71 -2.37  -0.56
C: -0.29 -3.41 -2.51  0.10
C: 0.76 -4.31 -2.76  -0.21
C: 2.04 -3.81 -2.69  -0.24
C: 2.18 -2.51 -2.29  -0.22
C: 1.23 -1.57 -1.76  -0.20
C: -0.11 -2.13 -1.93  -0.06
C: -0.29 3.65 1.04  0.77
O: 0.67 4.44 0.91  -0.63
O: -1.30 3.63 0.28  -0.66
H: 3.09 3.57 -0.30  0.43
H: 3.46 3.72 1.43  0.42
H: 3.09 1.78 2.76  0.24
H: 1.94 0.47 2.49  0.23
H: 1.53 3.54 2.64  0.26
H: 0.65 2.63 4.07  0.24
H: -1.25 2.68 2.88  0.24
H: 0.26 0.71 1.20  0.46
H: -1.10 -0.97 1.13  0.21
H: -3.91 -0.42 0.28  0.40
H: -3.41 -1.95 1.46  0.40
H: -0.43 0.15 -0.78  0.23
H: -2.02 0.42 -1.60  0.22
H: -3.48 -2.64 -1.84  0.22
H: -2.31 -4.38 -3.00  0.41
H: 0.80 -5.43 -2.87  0.22
H: 2.90 -4.49 -2.77  0.21
H: 3.19 -2.26 -2.16  0.20
H: 1.28 -0.57 -1.50  0.24
H: -2.06 3.09 0.88  0.52



(6)
Density functional theory data (ωB97M-V/def2-TZVPD) for a cluster of 2 separate species, C3H5IN2Si in total at a distorted geometry.

The value obtained for the HOMO-LUMO gap (spin up / spin down) is 9.03 / 5.12 eV. As for the calculated total energy: -22145.721 eV. Its strongest force on any atom is 4.5 eV Å⁻¹. The calculation puts the energy above the lowest of the compared OMol25 structures with the same formula, charge and spin at 112.47 kcal/mol.

Last column: natural (NBO) charge in e.
Cartesian coordinates (Å):
C: -0.13 0.00 -0.51  -0.11
C: -0.61 0.58 -1.65  -0.08
C: -2.27 0.18 -0.24  0.44
N: -1.18 -0.20 0.35  -0.52
N: -1.93 0.77 -1.47  -0.59
Si: 1.59 -1.47 2.83  0.38
I: 2.01 -2.97 4.69  -0.20
H: 0.94 -0.19 -0.46  0.22
H: -0.29 0.85 -2.62  0.22
H: -2.64 1.38 -1.86  0.43
H: 0.32 -1.65 1.94  -0.06
H: 2.57 -0.40 2.98  -0.12



(7)
Density functional theory data (ωB97M-V/def2-TZVPD) for a cluster of 2 separate species, C2H4IN in total at a distorted geometry.

The value obtained for the HOMO-LUMO gap is 5.70 eV. As for the calculated total energy: -11726.981 eV. Its strongest force on any atom is 4.7 eV Å⁻¹. The calculation puts the energy above the lowest of the compared OMol25 structures with the same formula, charge and spin at 46.77 kcal/mol.

Last column: natural (NBO) charge in e.
Cartesian coordinates (Å):
C: 0.27 -0.58 0.19  0.73
C: 0.60 0.81 0.05  -0.75
N: 0.47 -1.76 0.11  -0.53
I: -3.14 0.52 -0.05  -0.80
H: 0.21 1.35 0.78  0.29
H: 0.10 1.18 -0.82  0.32
H: 1.62 0.95 0.00  0.26
H: -0.15 -2.48 -0.27  0.48



(8)
Density functional theory data (ωB97M-V/def2-TZVPD) for a cluster of 2 separate species, C3H10N4 in total at a distorted geometry.

The value obtained for the HOMO-LUMO gap is 9.41 eV. As for the calculated total energy: -9213.673 eV. Its strongest force on any atom is 6.3 eV Å⁻¹. The total charge is +2. The calculation puts the energy above the lowest of the compared OMol25 structures with the same formula, charge and spin at 74.53 kcal/mol.

Last column: natural (NBO) charge in e.
Cartesian coordinates (Å):
C: 1.22 -0.46 -0.70  0.37
C: -1.36 -0.17 -0.28  0.75
C: 0.65 1.16 1.16  -0.47
N: -1.73 -0.53 0.89  -0.74
N: -2.04 0.15 -1.34  -0.71
N: 2.49 -0.71 -0.56  -0.70
N: 0.55 0.46 -0.05  -0.32
H: 0.52 -1.09 -1.38  0.24
H: 1.51 1.82 1.16  0.29
H: 0.72 0.47 1.97  0.22
H: -0.28 1.74 1.22  0.26
H: -2.48 -1.24 1.08  0.49
H: -1.09 -0.23 1.69  0.47
H: -3.04 -0.16 -1.25  0.46
H: -1.73 0.20 -2.29  0.47
H: 2.96 -1.31 -1.26  0.47
H: 3.14 -0.08 -0.06  0.45